(1)
A structure of composition C29H51BCaN8OS3, computed with ωB97M-V/def2-TZVPD.

Output
- Spin multiplicity: 1
- Energy relative to the best compared isomer or geometry (same formula, charge and spin): 1.346 eV
- Kohn-Sham gap: 0.286 Ha
- E: -3546.18020 Ha

XYZ file:
```
94
Properties=species:S:1:pos:R:3:forces:R:3:lowdin_charge:R:1
Ca -1.29955 -0.18386 0.01378 0.864 -0.602 0.372 1.110
C 0.26780 4.20752 0.20056 -0.018 -0.003 -0.001 -0.079
C 0.78451 3.81251 -1.17969 -0.010 0.016 -0.018 -0.358
C 2.30616 3.68314 -1.18553 0.022 0.014 0.036 -0.063
C 0.09236 2.59290 -1.73183 -0.041 0.009 -0.032 -0.280
C 0.44513 1.81040 -2.86230 -0.056 0.069 -0.005 -0.030
C -0.60023 0.93531 -3.02651 -0.018 -0.013 -0.009 -0.066
N -1.51004 1.17479 -2.04911 -0.045 0.121 0.042 -0.147
N -1.06977 2.19131 -1.24620 -0.020 0.145 -0.084 0.085
B -3.06795 0.88820 -2.09711 -0.029 0.100 -0.048 -0.537
N -3.28915 -0.61738 -2.26052 -0.107 0.062 -0.022 -0.057
C -3.91961 -1.22859 -3.27680 0.005 0.001 -0.004 -0.067
C -4.13980 -2.53519 -2.92276 -0.042 0.021 0.024 -0.008
C -3.61914 -2.64881 -1.62046 -0.017 -0.016 0.010 -0.265
N -3.09228 -1.48863 -1.22905 0.076 -0.009 -0.181 0.041
C -3.73731 -3.86469 -0.74323 0.016 0.001 0.005 -0.366
C -3.33793 -5.12974 -1.50392 0.029 -0.007 0.003 -0.062
C -2.94401 -3.74488 0.54499 -0.008 0.042 0.049 -0.098
N -3.67174 1.40872 -0.77679 -0.084 -0.014 0.014 -0.045
C -4.66164 2.29849 -0.63322 0.010 0.020 -0.020 -0.054
C -4.85862 2.52798 0.71361 0.012 0.001 -0.008 0.001
C -3.90926 1.71828 1.35120 0.004 -0.004 0.009 -0.280
N -3.20726 1.04396 0.44668 -0.384 0.240 -0.003 -0.035
C -3.57646 1.58636 2.81047 -0.008 0.006 -0.006 -0.372
C -2.27427 2.33002 3.12386 0.010 0.009 0.001 -0.055
C -4.71312 2.08370 3.69624 -0.004 0.004 0.003 -0.076
H 0.66660 5.18518 0.47606 0.014 -0.010 0.007 0.080
H 0.58547 3.47967 0.94819 -0.012 -0.006 -0.006 0.032
H -0.82026 4.25800 0.21634 0.004 0.015 -0.006 0.071
H 0.52004 4.61742 -1.87672 0.017 0.002 -0.005 0.143
H 2.63112 2.91913 -0.47702 -0.002 0.052 0.004 0.061
H 2.76019 4.62876 -0.88613 -0.001 -0.001 -0.013 0.083
H 2.69382 3.43007 -2.17464 -0.002 -0.010 -0.001 0.073
H 1.32284 1.89357 -3.48195 -0.028 0.034 0.004 0.103
H -0.77327 0.17320 -3.77046 0.005 -0.008 0.009 0.135
H -3.57640 1.46409 -3.01934 0.003 0.007 0.000 0.122
H -4.17556 -0.67971 -4.16808 -0.004 0.001 0.004 0.122
H -4.62815 -3.29687 -3.50469 0.000 0.000 0.004 0.102
H -4.79951 -3.94320 -0.48379 -0.007 -0.027 -0.029 0.142
H -2.29395 -5.06808 -1.81772 0.001 0.000 0.008 0.091
H -3.95240 -5.28377 -2.39090 0.005 0.010 -0.004 0.069
H -3.44894 -6.00591 -0.86351 -0.005 0.000 -0.002 0.079
H -1.88102 -3.68629 0.31347 0.015 -0.009 0.019 0.021
H -3.11581 -4.61455 1.18122 0.000 0.001 -0.006 0.088
H -3.23452 -2.85370 1.10814 0.009 0.004 -0.003 0.074
H -5.15601 2.70634 -1.49909 0.003 0.003 0.003 0.123
H -5.58158 3.18439 1.16464 0.001 -0.003 -0.001 0.101
H -3.42341 0.52057 3.01363 0.004 -0.005 0.003 0.134
H -2.38874 3.39591 2.91488 -0.003 -0.002 0.007 0.090
H -1.44128 1.96856 2.51717 -0.005 0.002 -0.003 0.034
H -2.00483 2.21300 4.17488 -0.001 -0.003 -0.003 0.082
H -4.87789 3.15315 3.54736 0.001 -0.003 -0.002 0.081
H -4.46981 1.93101 4.74808 -0.001 -0.001 -0.001 0.079
H -5.64649 1.56255 3.48051 0.002 0.001 0.000 0.084
C 5.07548 1.70217 2.43382 -0.007 -0.002 -0.005 -0.107
C 4.92599 0.73647 3.60708 0.004 -0.004 0.011 -0.254
C 4.76700 -0.73791 3.23252 -0.002 0.022 0.004 -0.191
C 3.44041 -1.10540 2.57965 0.036 -0.007 0.033 -0.200
N 3.36950 -0.64807 1.19738 -0.092 0.029 -0.053 0.045
C 2.41247 0.09013 0.64277 0.075 -0.123 0.009 -0.809
S 1.09002 0.72105 1.54109 -0.157 0.188 -0.082 0.608
N 2.55183 0.40076 -0.64840 -0.029 -0.040 -0.001 0.012
C 3.73374 0.14236 -1.45984 0.003 0.031 0.013 -0.164
C 3.91581 -1.30981 -1.93291 -0.035 -0.037 0.000 -0.208
C 3.69419 -1.48830 -3.43278 0.012 -0.029 -0.009 -0.254
C 2.24368 -1.26199 -3.84099 -0.005 0.078 0.009 -0.103
H 5.31734 2.70415 2.79117 0.009 -0.002 0.000 0.070
H 4.15958 1.77882 1.84805 -0.003 0.008 0.007 0.044
H 5.88099 1.38514 1.76580 -0.008 -0.005 -0.001 0.073
H 4.06940 1.03997 4.21696 -0.001 -0.010 0.003 0.108
H 5.80462 0.82761 4.25093 0.006 0.010 -0.006 0.102
H 4.85751 -1.34239 4.13850 -0.012 -0.004 -0.003 0.112
H 5.59107 -1.05016 2.58013 0.002 0.004 0.005 0.115
H 2.60939 -0.65474 3.11835 -0.014 0.004 -0.003 0.081
H 3.29507 -2.18805 2.57583 0.040 0.026 -0.001 0.094
H 4.02309 -1.09109 0.56797 -0.012 -0.052 0.000 0.122
H 1.77510 0.88068 -1.07416 0.014 0.016 0.018 0.070
H 4.60575 0.48218 -0.89218 -0.005 -0.007 0.004 0.119
H 3.65354 0.81047 -2.31943 0.016 0.005 0.000 0.116
H 3.21616 -1.95943 -1.40021 0.030 -0.007 0.030 0.033
H 4.92183 -1.65148 -1.67222 -0.008 0.009 -0.017 0.112
H 3.99385 -2.50142 -3.70941 -0.007 0.000 0.002 0.108
H 4.35364 -0.80861 -3.98454 -0.001 -0.010 -0.005 0.106
H 1.58360 -1.93496 -3.29144 -0.004 -0.022 0.003 0.054
H 2.10208 -1.42620 -4.91027 -0.002 -0.005 -0.005 0.075
H 1.92120 -0.24042 -3.61936 0.058 -0.112 -0.021 0.032
C -0.12268 -2.53670 2.53098 -0.004 -0.010 -0.004 -0.111
O 1.04790 -3.15396 2.01066 -0.009 0.008 -0.003 -0.254
C 1.35576 -3.15752 0.70003 -0.035 -0.009 -0.039 -1.318
S 2.71244 -4.02990 0.31087 0.044 0.029 -0.012 0.582
S 0.38100 -2.34630 -0.46635 -0.028 -0.222 0.036 0.493
H -0.18585 -2.87539 3.56296 0.001 0.006 0.003 0.100
H -1.00988 -2.85488 1.99141 -0.040 -0.030 -0.034 0.040
H -0.02066 -1.45115 2.51270 0.002 0.017 -0.001 0.011
```
Forces are in eV/Å.

(2)
An isolated molecule of C4H5ClS, computed with ωB97M-V/def2-TZVPD.

Output
- Spin multiplicity: 1
- SMILES: S=C/C=C/CCl
- Energy relative to the best compared isomer or geometry (same formula, charge and spin): 1.381 eV
- Kohn-Sham gap: 0.288 Ha
- E: -1013.72900 Ha

XYZ file:
```
11
Properties=species:S:1:pos:R:3:forces:R:3:lowdin_charge:R:1
S -2.84209 -1.32036 -0.02039 0.096 -0.436 0.227 0.687
C -2.05090 0.04408 -0.29352 -1.288 1.484 -0.893 -0.731
C -0.67147 0.42614 -0.31843 0.857 0.172 -0.388 -0.193
C 0.34142 -0.32924 0.11608 0.256 0.626 -0.730 -0.206
C 1.73259 0.09764 0.37424 -0.970 0.451 0.396 -0.566
Cl 2.83255 -1.16888 -0.30124 -0.087 0.850 0.390 0.551
H -2.60713 0.97485 -0.58735 -0.225 -1.018 0.343 0.060
H -0.57809 1.42406 -0.79827 0.674 -0.588 0.869 0.119
H 0.27928 -1.35761 0.34729 -1.086 -1.027 0.476 0.083
H 1.70039 0.08795 1.49451 1.049 0.066 -0.821 0.107
H 1.86346 1.12137 -0.01292 0.724 -0.580 0.131 0.090
```
Forces are in eV/Å.